Entry 1:
A cluster of 2 separate species, C4H12NO2 in total at a distorted geometry, computed with ωB97M-V/def2-TZVPD.

CARTESIAN COORDINATES (ANGSTROEM)
C1 1.92994 1.29811 -1.35632
C2 -1.96745 -0.27541 -0.05961
C3 -0.04601 -1.88201 -0.00968
C4 -0.14529 0.17059 1.44134
N1 -0.49611 -0.38975 0.07768
O1 0.17389 1.38333 1.33958
O2 -0.13429 -0.41354 2.46218
H1 2.21201 1.59488 -0.33125
H2 1.11976 1.95181 -1.60309
H3 1.57647 0.26681 -1.38898
H4 -2.45400 -0.52064 0.88468
H5 -2.22604 0.76094 -0.09507
H6 -2.49191 -0.81064 -0.78783
H7 -0.26296 -2.24008 -1.00745
H8 0.97228 -1.84993 0.18590
H9 -0.57656 -2.58012 0.76974
H10 -0.15563 0.26341 -0.62723
H11 0.20482 1.92456 2.17748
H12 2.76707 1.34768 -2.07209

**Multiplicity**: 1
**Maximum force**: 0.0910 Eh/bohr
**M**: 106.14 g/mol
**Orbital gap**: 13.169 eV
**Electronic energy**: -9919.99043 eV
**Total charge**: +1


Entry 2:
A cluster of 2 separate species, C4H12NO2 in total at a distorted geometry, computed with ωB97M-V/def2-TZVPD.

CARTESIAN COORDINATES (ANGSTROEM)
C1 -1.20972 -1.29303 -0.28281
C2 -0.56052 -0.43310 -1.42771
C3 0.38480 0.72741 -1.03170
C4 -0.42946 1.70314 -0.14218
O1 -0.83067 1.42026 0.95857
N1 -0.39726 -1.16829 0.96979
H1 -2.19379 -0.90064 -0.06022
H2 -1.40201 -2.34613 -0.52055
H3 -0.03430 -1.18675 -2.05768
H4 -1.38650 -0.14817 -2.11256
H5 1.19023 0.21388 -0.49579
H6 0.66000 1.35250 -1.87444
H7 -0.63066 2.69139 -0.58941
H8 -0.12550 -0.20614 1.24389
H9 0.34850 -1.86989 0.95130
H10 -0.99947 -1.51497 1.72355
H11 2.88040 0.99447 0.90480
H12 2.51541 1.25701 2.29310
O2 2.22051 0.70704 1.55004

**Multiplicity**: 1
**Maximum force**: 0.0485 Eh/bohr
**M**: 106.14 g/mol
**Orbital gap**: 11.023 eV
**Electronic energy**: -9920.77872 eV
**Total charge**: +1


no.,LUMO (eV)
1,-3.151
2,-3.147